(1)
DFT (ωB97M-V/def2-TZVPD) results for an isolated molecule of C5H8O.

Cartesian coordinates (Å):
H (-1.468, 1.539, -0.627)
H (2.367, -0.990, 0.400)
C (-1.569, 0.738, 0.111)
H (0.877, -0.781, 1.305)
H (-1.590, -0.848, -1.374)
H (-1.256, -1.398, 0.260)
H (-0.998, 1.033, 0.997)
H (2.306, 1.292, 0.056)
C (-1.053, -0.588, -0.455)
H (-2.625, 0.654, 0.389)
O (1.739, 0.956, 0.765)
C (0.420, -0.573, -0.731)
C (1.459, -0.381, 0.471)
C (1.390, -0.653, -1.569)

Results
**Multiplicity**: 1
**HOMO level**: -10.0 eV

***

(2)
DFT (ωB97M-V/def2-TZVPD) results for a structure of composition C41H41As2N3W in a non-equilibrium geometry.

Cartesian coordinates (Å):
C (-1.051, -2.958, 4.789)
W (0.668, -1.201, -0.664)
N (1.966, -1.602, 1.072)
H (5.248, 3.976, -2.044)
H (1.117, 3.486, 5.942)
C (1.073, -1.327, -2.990)
H (-0.242, -0.991, 5.108)
H (-3.051, -2.096, -1.502)
C (-5.093, 0.786, 0.057)
C (-0.121, 2.525, 4.478)
C (-3.603, -1.293, -1.020)
H (3.546, -2.750, -1.124)
H (0.301, 1.392, -4.045)
C (-0.593, 2.370, 0.095)
C (3.545, 4.169, -0.752)
C (-2.923, 0.270, -4.169)
C (-1.491, -3.553, 2.499)
As (-1.304, 0.302, -1.750)
H (-5.683, 1.601, 0.456)
H (-1.116, 1.555, 2.859)
H (0.935, -0.622, -3.802)
C (-0.898, 2.183, -1.373)
H (-0.858, -2.244, -3.344)
C (3.297, 1.425, -0.999)
H (3.327, -0.021, 1.085)
C (-3.224, 0.672, -5.463)
H (-5.306, -2.529, -0.604)
H (-1.463, 2.138, 0.710)
H (-0.046, 2.469, -1.992)
C (-0.994, 1.547, -5.734)
C (-5.617, -0.500, 0.022)
C (-0.580, -1.716, 4.378)
H (-0.464, -4.130, -1.754)
H (3.135, 2.152, 2.417)
H (3.201, 0.347, -1.062)
C (4.330, 2.079, -1.654)
C (-4.877, -1.538, -0.532)
C (2.384, 2.133, -0.218)
C (-0.555, -1.396, 3.031)
H (5.047, 1.521, -2.244)
C (0.259, -3.325, -1.837)
C (2.255, 2.855, 4.240)
N (3.033, -0.887, 1.518)
C (-1.655, 0.528, -3.660)
C (2.223, 2.242, 2.995)
H (-1.892, -4.835, 4.162)
C (0.037, -2.271, -2.731)
H (-0.186, -0.434, 2.707)
H (-3.676, -0.220, -3.564)
C (-0.685, 1.162, -4.441)
C (-1.505, -3.873, 3.850)
C (3.009, -2.723, 2.724)
H (4.560, -1.129, 2.967)
H (-4.220, 0.508, -5.851)
H (-1.747, 2.779, -1.711)
H (-1.866, -1.300, 0.581)
H (-0.298, 3.394, 0.323)
H (-2.500, 1.590, -7.260)
H (-1.431, -2.797, 0.217)
C (4.444, 3.457, -1.538)
H (-0.252, 2.053, -6.337)
C (2.551, -2.540, -1.500)
H (-6.609, -0.692, 0.409)
N (-1.082, -1.954, 0.668)
C (1.007, 1.791, 2.491)
C (1.087, 2.998, 4.977)
H (-1.031, 2.641, 5.051)
C (-2.264, 1.298, -6.245)
C (1.963, -2.727, 1.818)
As (0.893, 1.202, 0.619)
C (3.674, -1.530, 2.498)
C (2.366, -1.542, -2.466)
H (3.635, 5.243, -0.655)
C (2.524, 3.513, -0.081)
H (3.192, 3.231, 4.628)
H (-1.873, -4.264, 1.771)
C (1.483, -3.408, -1.151)
C (-0.166, 1.917, 3.234)
H (3.247, -3.476, 3.457)
H (1.856, 4.073, 0.563)
H (3.209, -1.007, -2.886)
C (-3.068, 0.000, -0.965)
H (-1.082, -3.207, 5.842)
H (1.691, -4.269, -0.529)
C (-1.018, -2.312, 2.102)
C (-3.821, 1.043, -0.436)
H (1.212, -3.490, 1.703)
H (-3.449, 2.060, -0.430)

Results
**Multiplicity**: 3
**HOMO level (spin up / spin down)**: -19.1 / -19.1 eV
**Net charge**: +4

***

(3)
DFT (ωB97M-V/def2-TZVPD) results for a structure of composition C3H2F3NO5S2Sn in a non-equilibrium geometry.

Cartesian coordinates (Å):
F (2.176, -1.062, -1.531)
C (-3.203, 0.044, -0.528)
C (-3.843, -0.819, 0.303)
Sn (-1.079, -0.001, -0.301)
S (0.481, 1.943, -0.148)
O (2.110, -0.942, 2.197)
F (3.097, -2.323, -0.045)
O (-4.354, -1.504, 1.052)
O (1.231, 2.329, -1.383)
O (0.070, 3.132, 0.662)
C (2.761, -1.078, -0.344)
O (0.292, -1.015, 0.486)
H (-3.458, 1.105, -0.290)
H (-3.352, -0.243, -1.580)
F (3.853, -0.330, -0.384)
S (1.601, -0.390, 0.947)
N (1.617, 1.155, 0.887)

Results
**Multiplicity**: 1
**HOMO level**: -8.0 eV

***

(4)
DFT (ωB97M-V/def2-TZVPD) results for a structure of composition C2H3AlNO2.

Cartesian coordinates (Å):
Al (-0.518, -0.918, -0.315)
H (-0.504, -2.477, 0.087)
C (1.269, -0.107, -0.011)
H (-0.974, -0.724, -1.844)
O (-1.328, 1.734, 0.058)
N (-1.777, 1.150, 1.005)
O (-1.705, -0.153, 0.917)
C (2.334, 0.459, 0.100)
H (3.259, 0.980, 0.095)

Results
**Multiplicity**: 1
**HOMO level**: -5.2 eV
**Net charge**: -1

***

Respective energy above the lowest of the compared OMol25 structures with the same formula, charge and spin values: 4.095; 1.133; 0.039; 0.000 eV.